Run i
{
  "formula": "C6H9NS",
  "method": "ωB97M-V/def2-TZVPD",
  "elements": ["C", "C", "C", "C", "C", "C", "H", "H", "H", "H", "H", "H", "H", "H", "H", "N", "S"],
  "xyz": [[-0.35, -0.62, -0.49], [-1.52, 0.37, -0.44], [0.70, -0.30, 0.56], [1.28, -1.25, 1.29], [1.34, 1.00, 0.53], [1.82, 2.11, 0.58], [0.99, -1.15, -1.86], [-0.41, -0.92, -2.46], [-0.76, -1.60, -0.35], [-1.11, 1.38, -0.52], [-2.09, 0.14, -1.31], [-2.90, 1.40, 1.24], [2.14, -1.07, 1.95], [0.88, -2.27, 1.30], [2.12, 3.14, 0.68], [0.24, -0.50, -1.83], [-2.38, 0.15, 1.15]],
  "lumo_energy_ev": 0.89,
  "smiles": "C#CC(=C)[C@H](N)CS",
  "homo_lumo_gap_ev": 9.9,
  "multiplicity": 1
}

---

Run ii
{
  "formula": "C6H9NS",
  "method": "ωB97M-V/def2-TZVPD",
  "elements": ["C", "C", "C", "C", "C", "C", "N", "S", "H", "H", "H", "H", "H", "H", "H", "H", "H"],
  "xyz": [[-0.95, -1.95, 0.15], [1.89, 1.86, 0.13], [1.35, 0.71, -0.33], [0.41, -1.38, 0.50], [0.18, 0.08, 0.24], [-1.11, 0.21, -0.53], [-1.72, -1.13, -0.40], [-2.13, 1.50, 0.13], [-1.11, -3.01, 0.18], [2.77, 2.14, -0.30], [1.42, 2.26, 0.96], [1.78, 0.23, -1.28], [0.57, -1.74, 1.56], [1.19, -1.68, -0.11], [0.04, 0.50, 1.24], [-1.36, 0.33, -1.67], [-3.22, 1.07, -0.47]],
  "lumo_energy_ev": 1.01,
  "smiles": "C=C[C@@H]1CC=N[C@H]1S",
  "homo_lumo_gap_ev": 10.1,
  "multiplicity": 1
}

---

Stability check: which of them is least stable? run i.

---

Run i
{
  "formula": "C3H15NO3",
  "method": "ωB97M-V/def2-TZVPD",
  "elements": ["C", "N", "C", "C", "H", "H", "H", "H", "H", "H", "H", "H", "H", "H", "H", "O", "H", "H", "O", "H", "H", "O"],
  "xyz": [[-0.59, 1.35, 0.77], [-0.29, 1.25, -0.66], [0.42, 2.38, -1.18], [-1.39, 0.76, -1.45], [0.09, 2.07, 1.22], [-1.66, 1.55, 0.96], [-0.43, 0.40, 1.27], [0.52, 2.30, -2.27], [1.43, 2.45, -0.79], [-0.07, 3.36, -1.05], [-1.10, 0.67, -2.49], [-1.61, -0.26, -1.09], [-2.29, 1.37, -1.36], [-1.36, -2.77, 0.51], [-0.71, -1.86, 1.54], [-1.46, -1.92, 0.94], [1.62, -1.35, -1.18], [1.06, -0.05, -0.42], [1.80, -0.68, -0.53], [1.78, -1.70, 1.07], [1.92, -2.85, 2.09], [1.30, -2.19, 1.77]],
  "lumo_energy_ev": 0.73,
  "smiles": "CN(C)C.O.O.O",
  "homo_lumo_gap_ev": 9.4,
  "multiplicity": 1
}

---

Run ii
{
  "formula": "C3H15NO3",
  "method": "ωB97M-V/def2-TZVPD",
  "elements": ["C", "C", "C", "N", "H", "H", "H", "H", "H", "H", "H", "H", "H", "H", "H", "O", "H", "H", "O", "H", "H", "O"],
  "xyz": [[0.32, -0.99, -1.46], [1.78, -0.74, -1.30], [2.26, 0.71, -1.28], [-0.44, -0.85, -0.19], [0.15, -2.00, -1.82], [-0.16, -0.18, -2.18], [2.32, -1.18, -2.25], [2.27, -1.13, -0.40], [3.08, 0.96, -2.00], [2.93, 0.80, -0.41], [1.48, 1.47, -1.29], [-0.05, -1.47, 0.50], [-1.30, -1.38, -0.39], [-1.34, 2.46, 3.26], [-1.31, 1.88, 1.89], [-1.62, 1.62, 2.77], [-2.62, 1.17, -0.34], [-1.21, 0.40, -0.25], [-1.67, 1.29, -0.14], [-1.17, -0.30, 2.50], [-2.36, -1.31, 2.25], [-1.36, -1.22, 2.53]],
  "lumo_energy_ev": 0.69,
  "smiles": "CCCN.O.O.O",
  "homo_lumo_gap_ev": 10.7,
  "multiplicity": 1
}

---

Run iii
{
  "formula": "C3H15NO3",
  "method": "ωB97M-V/def2-TZVPD",
  "elements": ["C", "C", "N", "C", "H", "H", "H", "H", "H", "H", "H", "H", "H", "H", "H", "O", "H", "H", "O", "H", "H", "O"],
  "xyz": [[-1.28, 2.53, -0.16], [-0.18, 2.13, 0.80], [0.79, 1.12, 0.47], [1.62, 0.63, 1.57], [-1.70, 3.52, -0.11], [-2.24, 1.84, -0.25], [-1.03, 2.44, -1.27], [-0.65, 1.92, 1.70], [0.32, 2.99, 1.11], [1.09, 1.41, -0.49], [2.51, 0.39, 1.07], [1.82, 1.44, 2.42], [1.26, -0.21, 2.14], [0.77, -3.49, -0.81], [1.18, -5.07, -0.86], [1.13, -4.26, -0.33], [-0.84, -0.66, -1.52], [-1.16, -0.73, -3.14], [-0.45, -0.54, -2.45], [-1.33, -1.58, 0.66], [-0.46, -0.38, 0.84], [-1.43, -0.61, 0.53]],
  "lumo_energy_ev": 0.56,
  "smiles": "CCNC.O.O.O",
  "homo_lumo_gap_ev": 9.4,
  "multiplicity": 1
}

---

Run iv
{
  "formula": "C3H15NO3",
  "method": "ωB97M-V/def2-TZVPD",
  "elements": ["C", "C", "C", "N", "H", "H", "H", "H", "H", "H", "H", "H", "H", "H", "H", "O", "H", "H", "O", "H", "H", "O"],
  "xyz": [[0.43, 0.56, -1.96], [0.39, -0.23, -0.57], [-0.64, -1.30, -0.54], [1.66, -0.75, -0.13], [0.54, -0.05, -2.88], [-0.53, 1.11, -2.04], [1.25, 1.30, -1.92], [0.02, 0.39, 0.24], [-0.72, -1.50, 0.53], [-1.61, -0.92, -0.85], [-0.37, -2.27, -0.98], [2.51, -0.23, 0.21], [1.34, -1.43, 0.70], [0.57, 2.26, 0.23], [0.46, 2.97, 0.37], [-0.81, 0.70, 2.24], [1.11, -2.77, 2.21], [-0.68, -0.30, 2.20], [0.60, -2.00, 1.92], [-2.60, 1.93, -0.08], [-1.28, 0.95, 1.38], [-1.64, 1.59, -0.27]],
  "lumo_energy_ev": -5.17,
  "homo_lumo_gap_ev": 4.1,
  "multiplicity": 1
}

---

Stability check: which of them is least stable? run iv.